<one>
Computed, not measured: a cluster of 10 separate species, H20O10 in total, with ωB97M-V with the def2-TZVPD basis set.

```
30
Properties=species:S:1:pos:R:3:nbo_charge:R:1
O -0.649 -0.017 -0.929 -0.929
H 0.259 0.258 -0.763 0.486
H -1.133 0.811 -1.021 0.443
O -0.399 -2.525 1.320 -0.943
H 0.145 -1.733 1.395 0.469
H 0.062 -3.065 0.668 0.474
O 3.875 0.403 -1.627 -0.911
H 3.549 1.299 -1.486 0.456
H 3.992 0.053 -0.737 0.455
O -3.153 -2.838 -1.166 -0.948
H -3.019 -3.560 -0.541 0.466
H -2.408 -2.248 -1.006 0.482
O -3.954 0.532 -0.974 -0.937
H -3.537 0.080 -0.232 0.476
H -3.227 0.995 -1.405 0.465
O 3.431 -1.828 1.394 -0.947
H 3.939 -1.111 1.791 0.474
H 4.102 -2.454 1.099 0.480
O 3.035 3.116 0.180 -0.934
H 3.211 4.051 0.337 0.477
H 3.613 2.890 -0.558 0.456
O -0.679 1.632 0.775 -0.947
H -0.518 2.041 1.633 0.477
H -1.593 1.860 0.574 0.467
O 2.005 -1.171 -0.539 -0.933
H 2.921 -1.470 -0.528 0.471
H 1.899 -0.710 0.301 0.459
O -5.385 1.671 1.040 -0.947
H -5.243 2.244 0.278 0.471
H -5.141 0.794 0.724 0.474
```

* HOMO-LUMO gap: 10.464 eV
* charge: 0
* LUMO level: -0.3 eV
* molar mass: 180.1 g mol⁻¹
* SMILES: O.O.O.O.O.O.O.O.O.O
* HOMO level: -10.73 eV
* 2S+1: 1

<two>
Computed, not measured: a cluster of 10 separate species, H20O10 in total, with ωB97M-V with the def2-TZVPD basis set.

```
30
Properties=species:S:1:pos:R:3:nbo_charge:R:1
O -1.768 1.436 -1.705 -0.969
H -0.962 1.434 -2.235 0.488
H -2.252 0.650 -1.992 0.497
O -0.087 -2.570 1.441 -0.991
H 0.407 -2.940 0.671 0.520
H -1.006 -2.822 1.288 0.471
O 0.375 -0.515 -3.583 -0.933
H 0.065 -0.613 -2.671 0.476
H 0.449 0.434 -3.729 0.460
O -3.614 2.534 -0.042 -0.957
H -3.881 3.341 -0.490 0.462
H -2.855 2.195 -0.559 0.478
O -0.304 3.604 0.183 -0.929
H -0.672 2.915 -0.382 0.462
H -0.794 4.400 -0.053 0.466
O 3.167 -1.258 1.461 -0.950
H 3.541 -0.459 1.849 0.482
H 2.216 -1.146 1.560 0.468
O 1.439 -3.232 -0.729 -0.965
H 1.357 -3.911 -1.408 0.487
H 2.336 -2.885 -0.829 0.504
O -1.196 -1.409 3.866 -0.937
H -1.186 -1.915 3.043 0.467
H -0.976 -2.050 4.549 0.467
O 2.436 1.963 0.201 -0.955
H 1.877 1.194 0.019 0.485
H 2.226 2.594 -0.494 0.465
O 0.195 -0.196 0.044 -0.998
H 0.191 -0.857 0.770 0.499
H -0.724 0.082 -0.042 0.477
```

* HOMO-LUMO gap: 10.414 eV
* charge: 0
* LUMO level: -0.3 eV
* molar mass: 180.2 g mol⁻¹
* SMILES: O.O.O.O.O.O.O.O.O.O
* HOMO level: -10.67 eV
* 2S+1: 1

Among the structures shown above, <two> is the most stable, with the second-best lying 158.4 kJ/mol higher.